Entry 1
A molecular structure, C4H6O, computed with ωB97M-V with the def2-TZVPD basis set.

Results
Total charge: 0
2S+1: 1
Frontier orbital gap in eV: 10.7963

Cartesian coordinates (Å):
O  2.65534  -0.21515  -0.01065
C  1.48299  -0.36129  -0.20178
C  0.25522  0.12624  0.71030
C  -0.72456  0.92954  -0.13660
C  -0.94095  -0.53466  0.12448
H  0.75730  -1.05514  -1.14827
H  0.49792  0.31683  1.76378
H  -1.35034  1.73916  0.25745
H  -0.34147  1.14590  -1.13388
H  -1.78341  -1.03384  0.60501
H  -0.50539  -1.15554  -0.77446

Atomic partial charges in e from the Mulliken method, atoms 1 to 2: number 1, O, carries -0.438; number 2, C, carries 0.129

***

Entry 2
A single C4H6O molecule, computed with ωB97M-V with the def2-TZVPD basis set.

Results
Total charge: 0
2S+1: 1
Frontier orbital gap in eV: 9.7394

Cartesian coordinates (Å):
O  -1.29727  -0.75868  1.11817
C  -0.85833  -0.65114  -0.21226
C  -0.00536  0.58977  -0.46424
C  1.50661  0.30461  1.31637
C  1.45719  0.47446  0.03231
H  -0.53385  -0.70610  1.71540
H  -0.31928  -1.55232  -0.54687
H  -1.76634  -0.56029  -0.81776
H  0.05565  0.77017  -1.53799
H  -0.49628  1.45463  -0.00536
H  2.28316  0.56090  -0.67192

Atomic partial charges in e from the Mulliken method, atoms 1 to 2: number 1, O, carries -0.480; number 2, C, carries -0.350

***

The most stable of them is entry 1.

***

Entry 1
A molecular structure, C18H40IrN5P3Se, computed with ωB97M-V with the def2-TZVPD basis set.

Results
Total charge: +4
2S+1: 6
Frontier orbital gap (spin up / spin down) in eV: 5.1587 / 3.3167

Cartesian coordinates (Å):
Ir  -0.44798  -0.26022  1.00860
P  1.10828  -1.61012  2.03327
P  -2.51153  -0.38741  1.90106
P  1.05346  1.50769  1.19678
H  1.03003  -0.46556  -2.71928
C  1.72737  -0.01864  -1.97415
C  2.46193  -0.87680  -1.26310
H  2.17175  -1.94702  -1.27886
C  1.37342  -3.34756  1.54564
C  0.42044  -1.78230  3.73028
C  2.88548  -1.26206  2.40662
C  -3.51068  0.39767  0.60482
C  -3.14853  -2.03699  2.24785
C  -2.39482  0.69859  3.33953
C  2.83005  1.74946  0.66298
C  1.24740  1.79910  3.02129
C  0.44073  3.14064  0.65357
H  1.65667  1.07284  -1.74833
H  3.31954  -0.57185  -0.63852
H  2.00306  -3.40553  0.64950
H  0.41789  -3.84255  1.35181
H  1.88424  -3.84972  2.37881
H  -0.65584  -1.98719  3.66794
H  0.60653  -0.86542  4.30367
H  0.94236  -2.63224  4.19049
H  3.48918  -1.36929  1.49727
H  3.20746  -2.03644  3.12085
H  3.07099  -0.28457  2.86023
H  -4.53284  0.50221  0.96321
H  -3.48680  -0.20961  -0.30494
H  -3.04060  1.36206  0.39514
H  -3.92255  -1.95438  3.02935
H  -2.36629  -2.74693  2.57709
H  -3.59783  -2.46387  1.33267
H  -3.38860  0.79255  3.77246
H  -2.05836  1.69141  3.00486
H  -1.63983  0.32275  4.05037
H  3.21643  2.70570  1.08638
H  2.93587  1.81840  -0.43166
H  3.50681  0.95337  1.01883
H  1.72354  2.77508  3.19418
H  1.84984  1.01498  3.49579
H  0.24888  1.80920  3.47778
H  1.19601  3.91036  0.86208
H  -0.47072  3.39346  1.20110
H  0.21980  3.13187  -0.41612
C  -0.29243  2.19678  -4.27167
C  0.94934  2.01950  -4.93811
C  1.29951  2.84369  -5.99549
C  0.47225  3.90919  -6.37251
C  -0.74196  4.13048  -5.70546
C  -1.12040  3.30643  -4.65138
Se  -0.88979  1.13144  -2.91138
H  -0.62800  1.05597  1.95728
H  1.60874  1.23233  -4.57473
H  2.22621  2.64485  -6.52007
H  0.76135  4.56885  -7.17770
H  -1.40546  4.95710  -5.98616
H  -2.04374  3.46499  -4.07998
N  -1.62738  -5.26962  -0.94989
N  -1.56273  -3.87815  -0.88367
N  -1.47304  -3.23401  -2.06496
C  -1.16750  -2.01230  -1.63799
N  -0.98553  -1.89290  -0.31279
N  -1.21362  -3.13966  0.18799
H  -1.98747  -5.61987  -0.07033
H  -2.18182  -5.55510  -1.75652
H  -1.06818  -1.19513  -2.34367

Atomic partial charges in e from the Mulliken method, atoms 1 to 2: number 1, Ir, carries 0.590; number 2, P, carries 0.690

***

Entry 2
A molecular structure, C18H40IrN5P3Se, computed with ωB97M-V with the def2-TZVPD basis set.

Results
Total charge: +4
2S+1: 6
Frontier orbital gap (spin up / spin down) in eV: 4.3881 / 3.2135

Cartesian coordinates (Å):
Ir  -0.06447  -0.56819  0.44446
P  -1.51574  -0.70667  2.33759
P  1.08502  -2.56964  0.50411
P  -1.91110  -0.64507  -0.89714
H  0.62626  2.58626  -0.23129
C  -0.39757  2.21743  -0.24660
C  -1.12808  2.18826  0.90397
H  -0.65495  2.40062  1.86081
C  -0.95921  0.07032  3.90192
C  -1.69500  -2.47132  2.85529
C  -3.27231  -0.13429  2.41576
C  2.34060  -2.37362  -0.82579
C  1.99037  -3.03877  2.03124
C  0.02832  -3.96454  -0.05850
C  -3.21162  0.68671  -1.11848
C  -3.01728  -2.11774  -0.53539
C  -1.47343  -0.95706  -2.67033
H  -0.73780  2.06401  -1.27006
H  -2.21251  2.16086  0.93546
H  -0.96903  1.16155  3.80362
H  0.06112  -0.25134  4.12893
H  -1.61298  -0.22283  4.73535
H  -0.72220  -2.98038  2.86902
H  -2.37683  -3.01226  2.18571
H  -2.11533  -2.48933  3.87206
H  -3.31240  0.95706  2.31200
H  -3.64621  -0.40276  3.41725
H  -3.91719  -0.60090  1.66335
H  2.97473  -3.25727  -0.89023
H  2.92909  -1.48188  -0.60617
H  1.87452  -2.20633  -1.80063
H  2.27441  -4.10921  2.03162
H  1.38812  -2.83109  2.93620
H  2.91594  -2.43603  2.09225
H  0.63143  -4.87757  -0.13135
H  -0.38136  -3.73920  -1.05379
H  -0.80273  -4.15986  0.63243
H  -3.95455  0.32149  -1.86168
H  -2.73649  1.60406  -1.50706
H  -3.73685  0.91905  -0.17076
H  -3.75753  -2.19679  -1.35229
H  -3.56432  -2.01805  0.41702
H  -2.41983  -3.04404  -0.50913
H  -2.37018  -0.88485  -3.30833
H  -1.05043  -1.96671  -2.77887
H  -0.72853  -0.20816  -2.97840
C  1.75171  2.69123  -3.56977
C  1.08213  3.92946  -3.28448
C  1.11379  4.97572  -4.20895
C  1.70150  4.80488  -5.49018
C  2.26999  3.54140  -5.81325
C  2.28330  2.48933  -4.89157
Se  2.04541  1.42528  -2.27872
H  0.03474  -1.61408  -0.75764
H  0.61180  4.04043  -2.29392
H  0.69511  5.94622  -3.93398
H  1.70041  5.63114  -6.21904
H  2.74329  3.39348  -6.78861
H  2.73623  1.51598  -5.13690
N  3.28196  0.64596  4.57140
N  2.87165  0.56680  3.23789
N  3.13965  1.56404  2.33841
C  2.25257  1.28359  1.38487
N  1.45564  0.24326  1.67129
N  1.82060  -0.18432  2.91460
H  3.27207  -0.25071  5.05143
H  4.17887  1.12311  4.57602
H  2.26367  1.82388  0.43596

Atomic partial charges in e from the Mulliken method, atoms 1 to 2: number 1, Ir, carries 0.736; number 2, P, carries 0.401

***

The most stable of them is entry 2.

***

Entry 1
A single CH4FIP2 molecule, computed with ωB97M-V with the def2-TZVPD basis set.

Results
Total charge: 0
SMILES string: C[PH]#P(F)I
2S+1: 1
Frontier orbital gap in eV: 8.1718

Cartesian coordinates (Å):
C  0.96339  0.69111  -0.75877
P  -0.40981  -0.45516  -0.69645
P  -0.58192  -0.38589  1.42578
F  0.71154  -1.39485  1.55716
I  -2.78730  -2.12665  1.42877
H  2.06202  0.46218  -0.80170
H  0.78819  1.38581  0.17006
H  0.71112  1.33747  -1.73359
H  -1.45724  0.48599  -0.59127

Atomic partial charges in e from the Mulliken method, atoms 1 to 2: number 1, C, carries -0.795; number 2, P, carries 0.034

***

Entry 2
A molecular structure, CH4FIP2, computed with ωB97M-V with the def2-TZVPD basis set.

Results
Total charge: 0
2S+1: 1
Frontier orbital gap in eV: 7.6813

Cartesian coordinates (Å):
C  0.05623  0.05881  -0.12920
F  -1.16487  2.04634  1.24549
P  -1.57106  0.55568  0.59195
P  -3.29773  1.12484  -0.36146
I  -3.41459  -1.15887  -1.21704
H  0.63868  -0.85789  0.15303
H  0.74962  0.96268  0.33264
H  0.02441  0.15365  -1.21209
H  -1.35922  -0.23613  1.69446

Atomic partial charges in e from the Mulliken method, atoms 1 to 2: number 1, C, carries -0.888; number 2, F, carries -0.334

***

The most stable of them is entry 1.

***

Entry 1
2 unconnected molecules or ions with the total composition C18H19NO2, computed with ωB97M-V with the def2-TZVPD basis set.

Results
Total charge: 0
2S+1: 1
Frontier orbital gap in eV: 7.7495

Cartesian coordinates (Å):
C  -2.45990  1.31177  1.85187
C  -1.23367  0.61382  1.32492
C  -0.12533  0.72094  2.18762
C  1.19173  0.20257  2.00016
C  2.11276  0.21562  3.21538
C  1.66006  0.24068  4.55166
C  2.56339  0.14698  5.61325
C  3.93669  0.02959  5.36644
C  4.39559  0.02499  4.04503
C  3.49127  0.12119  2.98320
O  1.64400  -0.26006  0.92794
O  -1.28536  0.00952  0.20864
H  -2.46810  1.27559  2.94762
H  -2.43388  2.36698  1.53927
H  -3.33678  0.81360  1.43516
H  -0.32153  1.23521  3.12703
H  0.59094  0.32774  4.74044
H  2.18194  0.15797  6.63078
H  4.64076  -0.05865  6.19226
H  5.45483  -0.05376  3.80522
H  3.85808  0.11615  1.95291
C  0.57640  -1.88437  -2.74120
N  -0.39240  -0.81882  -2.38690
C  -1.34919  -0.45675  -3.37351
C  -1.04899  -0.63989  -4.73509
C  -1.99032  -0.27551  -5.69475
C  -3.28048  0.09501  -5.29369
C  -3.58085  0.24541  -3.93274
C  -2.57199  0.10874  -2.98009
C  -0.08211  0.01884  -1.38331
H  0.08523  -2.53284  -3.46579
H  1.48042  -1.45261  -3.17780
H  0.85896  -2.47341  -1.86460
H  -0.06891  -1.03019  -5.02435
H  -1.71343  -0.30653  -6.74830
H  -4.05088  0.24980  -6.04736
H  -4.59927  0.45869  -3.61050
H  -2.72695  0.37668  -1.93586
H  -0.26945  1.07725  -1.57125
H  0.66673  -0.31795  -0.67970

Atomic partial charges in e from the Mulliken method, atoms 1 to 2: number 1, C, carries -1.301; number 2, C, carries 0.689

***

Entry 2
A single C18H19NO2 molecule, computed with ωB97M-V with the def2-TZVPD basis set.

Results
Total charge: 0
SMILES string: O=C1C2CCN(CC2)[C@@H]1Cc1ccc2ccccc2c1O
2S+1: 1
Frontier orbital gap in eV: 8.2858

Cartesian coordinates (Å):
O  0.68449  -0.75808  2.28430
C  -0.26316  0.03970  2.37874
C  -1.33960  -0.05110  3.49187
C  -1.53076  1.39431  4.10984
C  -1.85606  2.38450  2.98975
N  -1.91828  1.65122  1.68585
C  -3.01164  0.64379  1.74601
C  -2.63861  -0.44883  2.77882
C  -0.56345  1.08729  1.28839
C  -0.60149  0.48847  -0.14451
C  0.77285  0.58693  -0.82204
C  1.06674  1.80589  -1.41591
C  2.31004  2.03487  -1.97190
C  3.27527  1.01479  -2.00720
C  4.50739  1.21473  -2.62775
C  5.43572  0.16825  -2.72341
C  5.12802  -1.08211  -2.16930
C  3.88996  -1.28754  -1.52571
C  2.93080  -0.27406  -1.45451
C  1.70232  -0.45889  -0.84238
O  1.47028  -1.66441  -0.21132
H  -1.07824  -0.77913  4.25039
H  -2.31510  1.32535  4.86415
H  -0.62192  1.70391  4.63535
H  -2.80527  2.84729  3.23423
H  -1.04319  3.13648  2.89938
H  -3.93224  1.14502  2.11278
H  -3.20488  0.22981  0.74166
H  -2.46977  -1.40920  2.25194
H  -3.45858  -0.50124  3.50492
H  0.21665  1.82801  1.33159
H  -1.27232  1.04268  -0.77545
H  -0.93890  -0.54918  -0.13045
H  0.36512  2.66328  -1.41228
H  2.49953  2.99864  -2.46361
H  4.73684  2.24730  -2.93749
H  6.36787  0.36201  -3.20383
H  5.82490  -1.87998  -2.12764
H  3.67669  -2.28974  -1.14961
H  1.16906  -1.44393  0.70342

Atomic partial charges in e from the Mulliken method, atoms 1 to 2: number 1, O, carries -0.755; number 2, C, carries 0.298

***

The most stable of them is entry 2.

***

Entry 1
A single C4H7NO2S molecule, computed with ωB97M-V with the def2-TZVPD basis set.

Results
Total charge: 0
SMILES string: C[C@H]1C=CS(=O)(=O)N1
2S+1: 1
Frontier orbital gap in eV: 10.5061

Cartesian coordinates (Å):
C  -0.46795  -1.42142  0.67759
C  -0.84827  -0.04146  0.33947
C  0.06518  0.91124  1.09702
C  1.02968  1.34314  0.25386
S  0.96352  0.53176  -1.35754
O  1.10321  1.40262  -2.55384
O  1.66266  -0.71517  -1.31419
N  -0.72727  0.27338  -1.00996
H  0.33267  -1.70893  0.01520
H  -1.31926  -2.01549  0.24504
H  -0.17771  -1.60717  1.68925
H  -1.88466  -0.01168  0.84865
H  -0.08340  1.14209  2.16818
H  1.79533  2.02457  0.50081
H  -1.44373  -0.10748  -1.59953

Atomic partial charges in e from the Mulliken method, atoms 1 to 2: number 1, C, carries -1.176; number 2, C, carries 0.341

***

Entry 2
2 unconnected molecules or ions with the total composition C4H7NO2S, computed with ωB97M-V with the def2-TZVPD basis set.

Results
Total charge: 0
2S+1: 1
Frontier orbital gap (spin up / spin down) in eV: 6.0702 / 9.4689

Cartesian coordinates (Å):
C  3.34034  -0.32603  -0.43587
C  2.28426  -0.97560  -0.38055
C  1.27511  -1.89833  -0.34225
C  -0.15636  1.16453  -0.49683
N  -2.63226  1.35839  0.65169
O  -1.83545  -0.87392  -0.12531
O  -0.71943  0.13978  1.81364
S  -1.27757  0.30676  0.49338
H  4.29213  0.12388  -0.54261
H  1.67786  -2.82372  -0.79735
H  0.29075  -1.67761  0.04901
H  -0.70493  1.92243  -1.20578
H  0.55724  1.53321  0.20610
H  -3.21794  1.27399  -0.19106
H  -3.17375  0.75223  1.30379

Atomic partial charges in e from the Mulliken method, atoms 1 to 2: number 1, C, carries -0.133; number 2, C, carries 0.163

***

Entry 3
A single C4H7NO2S molecule, computed with ωB97M-V with the def2-TZVPD basis set.

Results
Total charge: 0
2S+1: 1
Frontier orbital gap in eV: 8.6318

Cartesian coordinates (Å):
C  -1.30270  0.41261  -0.19401
C  1.12965  0.48638  -0.15909
C  -1.10990  -2.03127  -0.69519
C  1.98086  1.65881  0.28854
N  -1.49419  -0.95503  0.09146
O  -0.17287  1.01575  -0.57444
O  -1.73400  -3.17897  -0.47320
S  -2.68998  1.43357  -0.07980
H  1.05697  -0.29320  0.58608
H  1.67758  -0.01265  -0.98196
H  1.37460  2.40906  0.71914
H  2.60252  2.10437  -0.54244
H  2.94575  1.31732  0.78953
H  -2.03777  -1.16598  0.88657
H  -2.22651  -3.20076  0.33882

Atomic partial charges in e from the Mulliken method, atoms 1 to 2: number 1, C, carries 0.262; number 2, C, carries -0.277

***

The most stable of them is entry 1.